Entry 1:
# C30H54O12

A 9-piece molecular cluster, C30H54O12 overall (the ωB97M-V functional and the def2-TZVPD basis, the OMol25 dataset).

Atoms and positions in Å:
H  3.40  -0.47  5.25
H  -4.81  -0.53  4.43
C  4.74  1.12  -1.47
C  -0.58  3.75  -3.60
C  -5.18  -1.40  1.72
C  -0.74  -0.62  1.36
H  3.20  2.34  0.65
H  -0.13  -4.77  -0.99
O  -3.53  -2.86  2.68
H  -3.90  2.22  -1.82
C  -1.45  -5.03  1.46
H  -1.76  4.39  -1.82
H  5.64  1.46  -0.96
H  4.41  2.23  1.86
H  3.02  -1.99  -1.32
H  0.16  -0.90  1.91
C  -1.65  -1.21  -3.95
C  3.27  -3.04  4.12
C  4.22  -0.18  -0.84
H  0.57  -6.17  -0.12
C  2.60  -1.85  3.64
H  -0.03  0.52  -1.64
C  -4.59  0.08  -1.86
H  -5.23  -2.25  1.03
H  3.04  -3.28  5.16
O  1.92  3.52  -1.16
H  1.62  -1.73  4.11
O  -4.07  -0.85  -1.26
H  1.53  -4.68  -0.29
C  -0.74  0.89  1.42
H  -1.46  3.14  -3.77
C  -0.10  -4.57  1.12
C  0.24  5.22  -1.91
C  -4.16  -1.80  2.73
H  1.30  0.33  -0.55
H  -3.25  -1.23  4.59
H  -2.09  -4.75  0.62
H  -1.77  -4.52  2.37
H  -2.01  -0.18  -3.86
H  3.97  1.89  -1.44
H  4.21  3.74  1.01
O  4.63  -2.76  3.89
O  0.34  -2.25  -3.05
C  2.63  3.32  2.49
H  0.25  5.54  -0.86
O  0.50  -3.85  1.90
H  0.79  5.93  -2.52
H  -1.59  -0.77  -0.58
H  1.27  4.97  2.55
H  -3.80  1.49  -3.47
C  0.21  0.38  -0.59
C  3.66  2.91  1.46
H  -0.31  4.32  -4.49
C  3.44  -1.09  -1.78
H  -4.81  -0.51  1.21
H  -1.39  -6.08  1.77
C  0.52  -5.08  -0.17
H  -1.67  5.54  -3.08
H  1.71  -0.69  -4.50
H  4.96  0.94  -2.52
O  2.65  2.96  3.65
H  -2.35  -1.87  -3.44
C  4.81  -1.44  3.98
C  -3.90  -0.75  3.86
H  2.59  -0.49  -2.10
H  -2.76  1.08  -2.16
H  -6.46  0.98  -1.53
H  0.69  0.72  -3.86
H  -1.75  -1.40  -5.02
H  2.48  -1.97  2.56
C  -3.80  1.30  -2.40
C  3.52  -0.66  4.18
H  3.07  -3.92  3.51
H  -6.64  -0.81  -1.81
H  0.41  -0.13  -5.38
O  4.34  -0.43  0.38
H  3.36  0.27  3.63
H  -0.15  -1.82  -0.45
O  -1.24  1.58  2.33
O  0.56  3.14  -2.89
C  0.72  -0.26  -4.35
H  0.51  3.39  2.21
O  5.96  -0.98  3.95
C  1.03  3.91  -1.89
C  -0.60  -0.87  -0.14
C  -0.16  -1.31  -3.69
H  -3.58  0.20  3.44
C  -6.07  0.10  -2.03
C  1.38  4.02  2.03
H  -1.60  -1.05  1.87
H  4.18  -1.31  -2.55
C  -1.07  4.79  -2.57
O  -0.20  1.38  0.29
H  1.38  4.31  0.97
H  -6.13  -1.20  2.22
H  -6.36  0.23  -3.07

E_LUMO: -0.002 Eh
2S+1: 1
Orbital gap: 8.8 eV

---

Entry 2:
# C7H11N3O3

A 2-piece molecular cluster, C7H11N3O3 overall (the ωB97M-V functional and the def2-TZVPD basis, the OMol25 dataset).

Atoms and positions in Å:
N  0.88  1.17  1.21
H  1.23  2.09  1.01
H  -1.98  -2.54  -1.75
N  0.02  -0.46  -2.55
C  0.28  0.93  2.42
H  -1.20  -2.38  -0.16
H  -0.89  -2.14  1.63
N  -0.25  -0.36  2.50
C  0.19  -0.92  0.26
C  -0.38  -1.22  1.43
C  -0.85  -0.69  -1.51
H  0.25  -1.64  -0.55
H  -0.13  -2.73  -1.60
H  0.63  -1.24  -2.80
H  -0.85  -0.45  3.37
C  0.36  0.88  -2.98
H  0.01  1.15  -3.97
C  0.87  0.38  0.07
H  -0.05  1.57  -2.23
H  1.46  1.05  -2.91
O  -1.49  0.20  -0.99
O  0.20  1.70  3.35
O  1.34  0.81  -0.98
C  -1.03  -2.17  -1.24

E_LUMO: 0.019 Eh
2S+1: 1
Orbital gap: 9.4 eV

---

Entry 3:
# CH2NOS

An isolated ion of composition CH2NOS and charge -1 (the ωB97M-V functional and the def2-TZVPD basis, the OMol25 dataset).

Atoms and positions in Å:
H  0.29  -0.20  -0.44
C  -1.83  0.58  0.06
S  -2.68  -0.82  0.17
H  -0.18  -0.60  1.04
O  -2.14  1.71  -0.19
N  -0.10  0.19  0.40

E_LUMO: 0.145 Eh
Charge: -1
2S+1: 1
Orbital gap: 7.0 eV

---

Entry 4:
# C6H10N

An isolated ion of composition C6H10N and charge +1 (the ωB97M-V functional and the def2-TZVPD basis, the OMol25 dataset).

Atoms and positions in Å:
C  1.42  -0.44  0.50
H  2.17  0.39  -1.30
H  1.52  -0.26  1.61
H  1.97  1.52  0.13
N  -1.38  -0.39  0.17
C  2.35  0.58  -0.20
H  -0.79  1.24  -0.70
H  -2.49  -2.16  0.02
C  -2.47  -1.09  0.05
H  -2.39  1.36  -0.31
C  -1.41  1.06  0.12
H  1.12  -2.59  -0.52
H  -3.31  -0.47  -0.11
H  3.36  0.56  0.00
C  0.92  -1.69  -0.16
C  0.01  -0.81  0.22
H  -1.10  1.49  0.95

E_LUMO (alpha / beta): -0.132 / -0.285 Eh
Charge: +1
2S+1: 3
Expectation value of S²: 2.013
Orbital gap (alpha / beta): 7.6 / 8.5 eV